one.
{
  "formula": "C4H5NO2",
  "method": "ωB97M-V with the def2-TZVPD basis set",
  "symbols": ["O", "O", "N", "C", "C", "C", "C", "H", "H", "H", "H", "H"],
  "positions_angstrom": [[-0.410, -2.535, -1.509], [-1.327, -0.405, -1.131], [0.604, -1.211, -0.033], [-1.059, 0.712, -0.336], [0.058, 0.424, 0.357], [0.849, 1.184, 1.352], [-0.343, -1.302, -0.849], [1.878, 1.278, 0.996], [0.459, 2.190, 1.554], [-1.782, 1.550, -0.427], [0.866, 0.623, 2.288], [0.206, -2.507, -2.260]],
  "homo_lumo_gap_ev": 10.33,
  "e_homo_ev": -9.60,
  "smiles": "Cc1coc(O)n1"
}

=====

two.
{
  "formula": "C4H5NO2",
  "method": "ωB97M-V with the def2-TZVPD basis set",
  "symbols": ["O", "O", "N", "C", "C", "C", "C", "H", "H", "H", "H", "H"],
  "positions_angstrom": [[0.089, -2.532, 0.162], [-0.910, 0.246, -1.556], [-0.710, 0.472, 0.689], [-0.671, -0.277, -0.476], [0.211, 1.555, 0.543], [-0.735, -1.804, -0.335], [0.968, 0.306, 0.257], [0.092, 2.229, -0.298], [1.378, -0.306, 1.037], [1.547, 0.254, -0.690], [0.390, 2.034, 1.490], [-1.649, -2.177, -0.823]],
  "homo_lumo_gap_ev": 9.54,
  "e_homo_ev": -9.71
}

=====

three.
{
  "formula": "C4H5NO2",
  "method": "ωB97M-V with the def2-TZVPD basis set",
  "symbols": ["O", "O", "N", "C", "C", "C", "C", "H", "H", "H", "H", "H"],
  "positions_angstrom": [[-0.362, -0.640, 1.389], [-0.362, -2.631, -0.018], [-1.011, 0.687, -1.019], [-0.251, -1.465, 0.153], [0.510, 0.496, 1.117], [0.280, 0.881, -0.422], [-0.112, -0.479, -0.997], [0.980, 1.630, -0.915], [0.304, 1.408, 1.862], [1.702, 0.406, 1.106], [-0.002, -0.895, -2.050], [-1.678, 0.603, -0.207]],
  "homo_lumo_gap_ev": 11.29,
  "e_homo_ev": -10.46,
  "smiles": "O=C1OC[C@@H]2N[C@H]12"
}

=====

Winner for stability: one

=====

one.
{
  "formula": "C4H5ClN2",
  "method": "ωB97M-V with the def2-TZVPD basis set",
  "symbols": ["Cl", "N", "N", "C", "C", "C", "C", "H", "H", "H", "H", "H"],
  "positions_angstrom": [[-2.419, -1.061, 1.357], [0.394, 0.865, -1.252], [1.514, 0.045, -0.937], [1.413, -0.327, 0.231], [-1.033, -0.677, 0.256], [0.081, -0.031, 0.985], [-0.590, 0.705, -0.240], [2.381, -0.809, 0.520], [-0.688, -1.392, -0.565], [-1.271, 1.631, -0.160], [-0.041, 0.163, 2.047], [0.259, 0.886, -2.242]],
  "homo_lumo_gap_ev": 9.81,
  "e_homo_ev": -8.79,
  "smiles": "Cl[C@@H]1[C@H]2C=NN[C@@H]12"
}

=====

two.
{
  "formula": "C4H5ClN2",
  "method": "ωB97M-V with the def2-TZVPD basis set",
  "symbols": ["Cl", "N", "N", "C", "C", "C", "C", "H", "H", "H", "H", "H"],
  "positions_angstrom": [[-2.987, 0.028, -0.144], [0.437, 2.349, 0.186], [-0.375, 0.197, 0.111], [-0.240, -1.255, 0.099], [-0.698, 2.731, -0.072], [0.725, 1.079, 0.404], [-1.510, 0.839, -0.237], [1.679, 0.893, 0.797], [-1.035, -1.580, 0.931], [-1.007, 3.375, -0.749], [0.660, -1.686, 0.489], [-0.467, -1.732, -0.820]],
  "homo_lumo_gap_ev": 8.10,
  "e_homo_ev": -7.42
}

=====

three.
{
  "formula": "C4H5ClN2",
  "method": "ωB97M-V with the def2-TZVPD basis set",
  "symbols": ["Cl", "N", "N", "C", "C", "C", "C", "H", "H", "H", "H", "H"],
  "positions_angstrom": [[-3.341, -0.526, -0.050], [1.590, -0.186, -0.180], [-0.339, -1.360, 0.042], [0.569, 0.852, 0.015], [-1.934, 0.471, -0.042], [-0.692, -0.009, 0.010], [0.952, -1.382, -0.038], [-2.153, 1.553, -0.050], [1.529, -2.329, -0.028], [2.512, -0.071, 0.148], [0.612, 1.615, -0.797], [0.694, 1.370, 0.972]],
  "homo_lumo_gap_ev": 8.82,
  "e_homo_ev": -8.04,
  "smiles": "Cl/C=C1/CNC=N1"
}

=====

Winner for stability: three

=====

one.
{
  "formula": "C4H6O4",
  "method": "ωB97M-V with the def2-TZVPD basis set",
  "symbols": ["O", "O", "O", "O", "C", "C", "C", "C", "H", "H", "H", "H", "H", "H"],
  "positions_angstrom": [[1.040, -1.207, 2.227], [2.033, -0.188, 0.472], [0.994, 0.989, -0.410], [-1.838, 0.366, 0.995], [-0.186, -1.134, 0.130], [-1.021, 1.046, -1.135], [0.959, -0.899, 1.081], [-1.093, 0.133, 0.077], [-0.964, 0.517, -2.084], [-0.070, 1.712, -1.102], [2.560, 0.222, 1.180], [-1.839, 1.769, -1.106], [-0.776, -1.955, 0.534], [0.201, -1.372, -0.858]],
  "homo_lumo_gap_ev": 9.28,
  "e_homo_ev": -10.18
}

=====

two.
{
  "formula": "C4H6O4",
  "method": "ωB97M-V with the def2-TZVPD basis set",
  "symbols": ["O", "O", "O", "O", "C", "C", "C", "C", "H", "H", "H", "H", "H", "H"],
  "positions_angstrom": [[-1.560, 1.000, -2.161], [1.402, -0.827, 2.536], [2.737, -0.901, 0.715], [0.587, 1.310, -0.082], [1.769, -0.528, 1.257], [-0.061, 0.275, -0.790], [0.481, 0.063, 0.678], [-1.570, 0.059, -1.102], [-1.630, -1.234, -1.306], [0.671, -0.433, -1.324], [-0.353, 0.360, 1.276], [-2.240, 0.442, -0.091], [1.960, -1.627, 2.953], [-2.194, 2.041, -2.559]],
  "homo_lumo_gap_ev": 9.81,
  "e_homo_ev": -9.99
}

=====

Winner for stability: one